# 1
This record from OMol25 describes a cluster of 7 separate species, C30H71N3O7 in total in a non-equilibrium geometry. The level of theory is the ωB97M-V functional and the def2-TZVPD basis.

Properties
- Highest occupied orbital energy: -7.91 eV
- Structure (SMILES): CC1(C)CCCC(C)(C)N1O.CC1(C)CCCC(C)(C)N1O.CC1(C)CCCC(C)(C)N1O.CC(C)O.O.O.O
- HOMO-LUMO gap: 8.03 eV

Last column: Löwdin charge in e.
Geometry (Å):
C: 17.25108 -9.06884 -7.65836  -0.032
C: 17.54546 -9.70835 -9.02098  -0.461
C: 18.74041 -8.97389 -9.62408  -0.056
C: 18.05195 -11.15660 -8.87924  -0.151
C: 16.98734 -12.24739 -8.93176  -0.168
C: 16.03292 -12.00089 -10.12883  -0.179
C: 15.42071 -10.63138 -10.15288  -0.509
C: 14.63070 -10.64294 -11.54541  -0.011
C: 14.43484 -10.63972 -8.92736  -0.028
N: 16.37493 -9.58522 -10.01731  -0.109
O: 15.87700 -8.30297 -9.86190  -0.012
H: 16.50870 -9.65104 -7.11245  0.070
H: 18.17659 -9.14862 -7.08813  0.085
H: 16.95900 -8.01879 -7.67184  0.082
H: 18.94701 -9.25884 -10.65569  0.087
H: 18.63201 -7.89374 -9.52596  0.082
H: 19.62784 -9.31911 -9.09363  0.082
H: 18.91726 -11.31507 -9.52284  0.107
H: 18.64941 -11.35762 -7.99001  0.117
H: 17.26753 -13.28056 -9.13709  0.109
H: 16.47205 -12.22811 -7.97145  0.103
H: 15.30537 -12.81253 -10.12644  0.119
H: 16.67818 -12.20497 -10.98328  0.122
H: 14.14683 -11.58457 -11.80482  0.076
H: 15.27640 -10.12300 -12.25311  0.082
H: 13.68880 -10.12395 -11.36770  0.065
H: 14.78742 -10.55679 -7.89931  0.065
H: 13.62964 -11.36204 -9.06163  0.085
H: 13.97298 -9.65291 -8.95863  0.068
H: 16.19419 -7.84460 -10.64349  0.109
C: 9.85350 3.87548 -12.56830  -0.039
C: 9.78898 2.37424 -12.16713  -0.465
C: 8.53070 2.12996 -11.27408  -0.022
C: 9.62358 1.61065 -13.53167  -0.142
C: 10.84690 1.36297 -14.40695  -0.183
C: 11.91297 0.70113 -13.53927  -0.144
C: 12.18089 1.49130 -12.25288  -0.453
C: 13.07095 0.63793 -11.32557  -0.039
C: 13.08569 2.81087 -12.59419  -0.016
N: 10.99631 1.86915 -11.48621  -0.183
O: 11.13165 2.38242 -10.25379  0.028
H: 9.95102 4.56909 -11.73314  0.078
H: 10.66707 4.00783 -13.28152  0.063
H: 9.02908 4.28967 -13.14871  0.082
H: 8.35749 2.92555 -10.54942  0.078
H: 7.72743 1.99637 -11.99865  0.075
H: 8.59381 1.17195 -10.75799  0.085
H: 9.13129 0.66327 -13.31205  0.116
H: 8.88120 2.16271 -14.10804  0.110
H: 10.64524 0.75627 -15.28976  0.113
H: 11.21217 2.32724 -14.76032  0.095
H: 12.77583 0.74720 -14.20370  0.116
H: 11.75411 -0.37582 -13.48423  0.123
H: 13.85179 0.26490 -11.98832  0.080
H: 12.51828 -0.22152 -10.94609  0.089
H: 13.46225 1.26462 -10.52417  0.080
H: 13.00711 3.64740 -11.89984  0.065
H: 12.76582 3.19333 -13.56347  0.054
H: 14.17036 2.70329 -12.59310  0.072
H: 11.42632 3.24963 -10.54136  0.084
C: 17.24225 -2.39826 -16.70448  -0.034
C: 18.65602 -2.11855 -16.16189  -0.493
C: 19.23161 -1.01109 -17.06290  -0.047
C: 18.70473 -1.62325 -14.71840  -0.178
C: 18.28115 -2.62610 -13.70444  -0.172
C: 19.45294 -3.67372 -13.73579  -0.111
C: 19.50640 -4.34994 -15.15786  -0.498
C: 20.83405 -5.06066 -15.17219  -0.065
C: 18.37790 -5.39262 -15.22873  -0.034
N: 19.56682 -3.28435 -16.20951  -0.085
O: 19.73553 -3.88276 -17.49754  -0.017
H: 17.21460 -2.69444 -17.75310  0.081
H: 16.69512 -3.25906 -16.32008  0.061
H: 16.48421 -1.62640 -16.57142  0.083
H: 19.43056 -1.36976 -18.07279  0.079
H: 18.68280 -0.06932 -17.06231  0.083
H: 20.14555 -0.54690 -16.69232  0.077
H: 19.65405 -1.15921 -14.45086  0.125
H: 18.00081 -0.79114 -14.70511  0.121
H: 18.25254 -2.09388 -12.75364  0.107
H: 17.24647 -2.95345 -13.80636  0.112
H: 19.26880 -4.41215 -12.95546  0.112
H: 20.38383 -3.15272 -13.51193  0.114
H: 20.89225 -5.69370 -14.28677  0.087
H: 21.63977 -4.32712 -15.14341  0.089
H: 21.02866 -5.74363 -15.99910  0.081
H: 18.32418 -6.15267 -14.44929  0.083
H: 18.35534 -5.87453 -16.20615  0.082
H: 17.38498 -4.95214 -15.13829  0.059
H: 20.68839 -3.87005 -17.61376  0.096
C: 12.25285 -4.42954 -19.95281  -0.072
C: 11.22264 -4.38185 -18.86502  -0.493
C: 9.87778 -3.66998 -19.21756  -0.032
O: 11.00590 -5.74221 -18.53403  -0.069
H: 12.37809 -3.45271 -20.41995  0.084
H: 11.95184 -5.18504 -20.67856  0.093
H: 13.22162 -4.62738 -19.49407  0.084
H: 11.62718 -3.89570 -17.97727  0.125
H: 9.76014 -2.69657 -18.74141  0.071
H: 9.05685 -4.34070 -18.96395  0.073
H: 9.87112 -3.48742 -20.29214  0.068
H: 11.70838 -6.28531 -18.89894  0.075
O: 12.98783 -5.40585 -13.80500  -0.051
H: 12.99987 -6.24338 -14.26831  0.030
H: 12.09549 -5.07979 -13.92183  0.023
O: 12.43978 -4.90988 -9.77280  -0.051
H: 12.69016 -5.76217 -9.41623  0.025
H: 12.66315 -4.96349 -10.70202  0.017
O: 9.04264 -5.48557 -14.88478  -0.051
H: 9.35238 -5.53244 -15.78926  0.017
H: 8.15889 -5.85210 -14.91445  0.032


# 2
This record from OMol25 describes an isolated molecule of C7H12O2S in a non-equilibrium geometry. The level of theory is the ωB97M-V functional and the def2-TZVPD basis.

Properties
- Highest occupied orbital energy: -9.07 eV
- Structure (SMILES): CC1=C(C)S(=O)(=O)C[C@H]1C
- HOMO-LUMO gap: 9.82 eV

Last column: natural (NBO) charge in e.
Geometry (Å):
C: 0.67345 -0.89016 1.37340  -0.661
C: 0.02184 -0.01056 0.38366  0.092
C: 0.35405 1.37217 0.07402  -0.299
C: 1.50490 2.24038 0.56662  -0.651
S: -0.82923 1.99937 -1.09793  2.164
O: -0.06237 2.25355 -2.28469  -0.939
O: -1.57077 3.03875 -0.47041  -0.937
C: -1.84695 0.43645 -1.19153  -0.635
C: -1.07848 -0.66140 -0.38071  -0.274
C: -0.46462 -1.70356 -1.23680  -0.603
H: -0.06308 -0.96821 2.10062  0.230
H: 1.54294 -0.33736 1.74780  0.223
H: 0.99009 -1.91374 1.01834  0.228
H: 1.49035 2.51787 1.68110  0.225
H: 1.44852 3.17806 0.11972  0.244
H: 2.38141 1.65228 0.53141  0.229
H: -2.01001 0.17895 -2.29508  0.248
H: -2.82203 0.70193 -0.75876  0.252
H: -1.79719 -1.12298 0.35239  0.214
H: -1.18986 -1.98470 -1.98852  0.215
H: -0.06689 -2.57604 -0.76749  0.218
H: 0.33391 -1.14082 -1.71115  0.218


# 3
This record from OMol25 describes a cluster of 2 separate species, C2H9N3O in total in a non-equilibrium geometry. The level of theory is the ωB97M-V functional and the def2-TZVPD basis.

Properties
- Multiplicity: 2
- Highest occupied orbital energy (spin up / spin down): -13.62 / -12.60 eV
- Expectation value of S²: 0.761
- HOMO-LUMO gap (spin up / spin down): 8.76 / 3.44 eV
- Charge: +1

Last column: Löwdin spin population.
Geometry (Å):
N: 1.53582 0.49491 0.68110  0.591
C: 2.81853 0.19052 0.73270  0.089
N: 3.28057 -0.90039 0.11757  0.098
H: -2.02276 -1.55555 -0.02292  0.001
H: 1.20834 0.74632 1.62665  0.018
H: 3.42499 0.63762 1.53343  0.019
H: 4.28328 -0.82901 -0.05981  0.004
H: 2.78044 -1.14937 -0.73387  0.003
N: -1.83748 1.21247 -0.63331  0.144
C: -2.69493 0.07625 -0.88844  0.005
O: -2.75876 -0.93813 0.11349  0.024
H: -0.91945 0.86550 -0.37280  -0.003
H: -2.17664 1.78953 0.13358  0.003
H: -3.72507 0.38642 -1.03557  0.000
H: -2.31634 -0.31913 -1.83182  0.002